(1)
87
Properties=species:S:1:pos:R:3:forces:R:3 method="wB97M-V/def2-TZVPD" smiles=CCO.CCO.CCO.CCO.CCO.CCO.CCO.CCO.CCO.O.O e_above_lowest_kj_mol=217.5 homo_energy_ev=-10.20 lumo_energy_ev=0.33
C 46.231360 6.645882 -13.880807 0.496 -0.578 -0.952
C 45.384965 5.656505 -13.125216 -1.156 -0.266 -0.238
O 44.062189 5.608403 -13.746427 -0.244 0.302 0.842
H 47.200259 6.819717 -13.411861 -0.159 0.252 0.244
H 45.662562 7.557742 -14.052288 0.159 0.195 0.343
H 46.475070 6.264501 -14.883453 -0.196 -0.010 0.184
H 45.330775 5.940816 -12.069983 -0.301 -0.039 -0.092
H 45.691507 4.607919 -13.172083 0.587 0.291 0.004
H 43.408407 6.107243 -13.202154 0.760 -0.132 -0.253
C 39.003243 6.062605 -7.296323 0.750 0.782 -0.033
C 39.656069 6.124183 -5.924390 0.479 -0.628 -0.110
O 41.078024 6.391989 -6.014748 -0.478 0.233 -0.098
H 37.926281 5.962548 -7.203432 -0.102 -0.157 -0.194
H 39.459492 5.268570 -7.886128 -0.272 -0.311 0.088
H 39.250550 6.973143 -7.859890 -0.342 0.026 0.162
H 39.585246 5.128801 -5.474030 0.041 0.206 0.132
H 39.185887 6.831823 -5.243141 -0.078 0.115 -0.094
H 41.212324 7.349615 -6.013699 -0.070 -0.197 0.083
C 42.203298 8.348429 -14.456688 -0.703 0.602 0.518
C 42.560205 8.813787 -13.050222 -0.053 -0.167 0.470
O 42.701647 7.646351 -12.167422 0.068 0.722 -0.689
H 41.257961 7.797896 -14.454857 0.223 -0.251 0.107
H 42.999411 7.759467 -14.889369 0.108 -0.173 -0.159
H 42.002931 9.231187 -15.076532 0.316 -0.104 0.042
H 41.794476 9.469456 -12.610080 -0.026 -0.233 -0.312
H 43.478205 9.425709 -13.085690 -0.025 -0.477 0.176
H 42.705996 7.940830 -11.247208 0.047 -0.102 -0.160
C 38.606010 5.002635 -11.752615 0.445 -0.744 0.440
C 40.006921 5.114442 -12.320861 -0.155 -0.037 -1.594
O 39.927674 5.292937 -13.779178 0.663 -0.061 0.775
H 38.010581 4.307381 -12.344759 -0.019 0.045 -0.107
H 38.054556 5.929270 -11.631996 0.134 0.220 -0.150
H 38.722704 4.528731 -10.767181 -0.234 0.271 -0.043
H 40.546938 4.167394 -12.173522 -0.028 0.256 0.331
H 40.558145 5.951686 -11.879316 0.080 -0.189 -0.026
H 40.770566 4.940849 -14.181021 -0.845 0.210 0.439
C 40.880468 1.914662 -14.783346 -1.531 -0.129 0.153
C 42.192733 2.556050 -14.487357 0.516 1.071 -0.980
O 42.125970 3.969978 -14.900379 0.294 -0.942 0.584
H 40.011093 2.471031 -14.396528 0.415 0.047 0.177
H 40.807353 0.911145 -14.352555 0.210 0.048 -0.102
H 40.671934 1.838346 -15.853970 0.349 -0.034 0.022
H 42.930730 2.053175 -15.129849 0.169 0.209 0.399
H 42.504631 2.497307 -13.441391 -0.133 -0.033 -0.025
H 42.962685 4.417414 -14.635643 -0.313 -0.143 -0.107
C 39.700898 1.727543 -9.924676 -1.603 0.175 -0.049
C 40.964577 0.930267 -9.910013 0.339 -0.091 -0.141
O 40.727141 -0.467152 -10.083059 0.203 0.166 0.107
H 39.786768 2.763506 -9.589777 0.419 -0.003 -0.117
H 38.921138 1.291577 -9.286007 0.339 -0.137 0.076
H 39.240860 1.741429 -10.922334 0.239 0.094 0.020
H 41.471173 1.027718 -8.949466 0.018 -0.092 -0.020
H 41.635729 1.336969 -10.682490 0.072 -0.271 0.119
H 40.405267 -0.652658 -10.970442 -0.006 0.202 -0.013
C 43.699194 4.546981 -9.812702 0.495 0.235 0.050
C 42.811372 4.767505 -8.614752 -0.181 0.201 0.661
O 42.537211 6.172796 -8.506019 -0.500 -0.303 0.089
H 43.811499 3.493089 -10.066095 -0.110 -0.044 0.036
H 44.694752 4.928267 -9.559035 -0.062 -0.035 -0.178
H 43.357906 5.100045 -10.690061 -0.201 -0.098 0.045
H 43.334301 4.436152 -7.700468 -0.096 0.016 -0.235
H 41.880293 4.177629 -8.649321 0.081 0.223 -0.260
H 41.882850 6.294073 -7.783978 0.575 -0.231 -0.304
C 35.473512 4.758411 -10.531037 0.613 1.177 -0.027
C 34.310466 4.418671 -9.661900 -0.435 -0.765 0.404
O 34.337980 5.277235 -8.505932 0.040 -0.261 -0.343
H 35.548783 5.855680 -10.511969 -0.038 -0.138 -0.291
H 35.392760 4.448412 -11.569148 -0.148 -0.189 0.000
H 36.424246 4.424335 -10.121482 -0.048 -0.299 0.074
H 34.355585 3.361860 -9.355803 0.009 0.212 0.058
H 33.364582 4.521136 -10.207819 0.066 0.267 0.130
H 34.084452 4.761990 -7.738209 -0.104 0.002 0.038
C 39.011937 8.832705 -11.366705 1.325 0.171 -0.053
C 37.967065 8.935411 -10.300615 -0.934 -0.073 -0.008
O 37.217814 10.147214 -10.508618 0.393 -0.327 0.176
H 39.741900 9.654678 -11.322424 -0.416 0.113 0.116
H 38.616474 8.824584 -12.379459 -0.243 -0.123 0.039
H 39.644966 7.949582 -11.217726 -0.356 -0.133 -0.073
H 38.399320 8.895624 -9.290646 0.073 0.197 -0.177
H 37.282125 8.071180 -10.375421 0.164 0.181 0.024
H 36.545951 10.213391 -9.823373 0.007 -0.030 -0.037
O 40.899964 5.015603 -17.364741 -0.091 -0.214 0.619
H 40.984606 4.534769 -16.511868 0.129 0.455 -0.674
H 40.356520 5.786429 -17.161664 0.059 -0.200 -0.009
O 37.504901 5.248011 -15.355378 0.578 -0.057 0.885
H 37.757443 6.020929 -15.870738 -0.002 -0.073 0.105
H 38.173798 5.207670 -14.619029 -0.506 0.127 -1.051

---

(2)
102
Properties=species:S:1:pos:R:3:forces:R:3 method="wB97M-V/def2-TZVPD" smiles="NC(N)=O.NC(N)=O.NC(N)=O.NC(N)=O.NC(N)=O.NC(N)=O.CC(C)O.CC(C)O.CC(C)O.CO.CO.CO" e_above_lowest_kj_mol=940.6 homo_energy_ev=-8.57 lumo_energy_ev=-0.33
C 14.347000 -21.463000 -14.838000 -0.115 0.468 -0.515
O 15.478000 -21.122000 -15.677000 0.361 -3.363 2.990
H 14.521000 -22.391000 -14.301000 0.401 0.312 0.085
H 13.415000 -21.631000 -15.404000 0.455 0.026 -0.154
H 14.167000 -20.611000 -14.184000 -0.031 -0.210 0.431
H 15.188000 -20.497000 -16.255000 -1.229 2.973 -2.670
C 14.946000 -22.975000 -18.907000 -0.398 0.808 2.406
O 13.559000 -22.947000 -18.719000 -1.056 1.878 -1.468
H 15.224000 -22.251000 -19.596000 0.332 1.202 -1.556
H 15.257000 -23.918000 -19.174000 1.029 -2.132 -0.810
H 15.340000 -22.680000 -17.953000 0.933 -0.098 0.456
H 13.282000 -23.694000 -18.247000 -0.506 -1.731 1.204
C 18.100000 -25.961000 -19.328000 0.401 1.135 0.488
O 19.405000 -25.405000 -19.070000 -0.308 -0.511 -0.688
H 17.968000 -26.392000 -20.310000 0.278 -0.325 -0.229
H 17.338000 -25.173000 -19.253000 0.055 -0.180 -0.012
H 17.959000 -26.653000 -18.520000 -0.364 -0.666 0.128
H 19.427000 -24.534000 -19.502000 0.021 0.071 0.228
C 15.973000 -23.719000 -22.141000 -3.701 -5.492 5.647
O 16.054000 -24.902000 -21.491000 0.309 3.954 -3.292
N 14.867000 -23.043000 -22.081000 -5.989 1.011 -0.422
N 16.913000 -22.934000 -22.417000 5.942 3.286 -3.916
H 14.035000 -23.640000 -21.773000 1.343 1.547 -1.263
H 14.651000 -22.039000 -22.370000 0.902 -2.096 0.552
H 17.802000 -23.369000 -22.380000 1.259 0.095 -0.334
H 16.771000 -22.060000 -23.015000 0.373 -2.162 1.030
C 16.766000 -20.092000 -20.167000 -4.764 -0.232 -3.884
O 15.526000 -19.780000 -20.685000 5.267 -1.607 1.626
N 17.538000 -21.037000 -20.639000 0.002 -1.067 -1.852
N 17.238000 -19.544000 -19.095000 -1.743 4.500 2.701
H 17.091000 -21.675000 -21.297000 0.438 0.487 0.536
H 18.334000 -21.473000 -20.135000 -0.396 0.159 0.198
H 16.525000 -18.858000 -18.742000 0.887 -0.312 0.112
H 18.204000 -19.399000 -18.887000 0.398 0.014 -0.309
C 13.842000 -19.228000 -18.043000 6.369 5.971 1.475
O 14.841000 -18.304000 -18.198000 -4.774 -3.598 1.362
N 13.557000 -20.083000 -18.950000 -0.589 -2.250 -3.060
N 13.162000 -19.385000 -16.917000 -2.611 -1.758 0.370
H 14.114000 -19.926000 -19.782000 0.763 -0.018 -0.781
H 13.500000 -21.073000 -18.737000 -0.485 -0.299 0.246
H 13.310000 -18.865000 -16.098000 0.206 0.841 0.784
H 12.322000 -20.028000 -16.983000 1.619 1.377 0.460
C 10.981000 -21.012000 -20.733000 7.079 -3.629 0.507
O 12.060000 -21.869000 -20.925000 -4.596 4.193 0.783
N 9.867000 -21.117000 -21.330000 -5.483 -3.567 -4.518
N 11.039000 -20.043000 -19.868000 2.625 1.417 2.546
H 9.657000 -22.038000 -21.913000 0.625 3.088 1.635
H 9.069000 -20.497000 -21.100000 0.956 -0.968 -0.334
H 12.022000 -19.957000 -19.383000 -1.808 0.306 -1.079
H 10.360000 -19.307000 -19.863000 -0.050 0.132 0.066
C 11.990000 -25.155000 -21.533000 -2.541 -8.138 -4.003
O 11.678000 -26.409000 -22.068000 1.985 5.628 2.912
N 13.093000 -24.722000 -21.057000 6.480 -0.758 3.202
N 11.162000 -24.199000 -21.572000 -6.326 0.077 -1.564
H 13.915000 -25.349000 -20.996000 -0.777 0.369 -0.202
H 13.213000 -23.911000 -20.402000 -1.132 -0.978 -0.566
H 10.250000 -24.448000 -21.954000 0.460 0.249 0.206
H 11.415000 -23.282000 -21.343000 0.561 2.011 0.449
C 18.175000 -22.714000 -18.006000 3.607 1.819 -3.127
O 18.929000 -22.772000 -19.151000 -3.074 0.974 3.951
N 17.666000 -21.611000 -17.478000 -1.782 1.586 -0.525
N 18.163000 -23.697000 -17.151000 0.449 -3.953 0.476
H 17.472000 -20.905000 -18.210000 -0.215 -0.315 1.530
H 17.034000 -21.604000 -16.596000 1.614 -0.399 -2.082
H 18.770000 -24.375000 -17.589000 0.603 -0.879 0.282
H 17.275000 -24.200000 -17.095000 -0.190 0.433 0.406
C 10.315000 -24.128000 -18.419000 -0.086 2.536 -0.074
C 10.385000 -24.137000 -16.898000 -5.226 -3.646 -3.739
C 10.515000 -25.557000 -16.473000 -0.327 -1.257 0.807
O 11.355000 -23.458000 -16.470000 6.659 5.207 3.027
H 11.251000 -24.314000 -18.892000 1.009 0.058 -0.217
H 9.874000 -23.194000 -18.869000 0.678 -0.488 0.606
H 9.703000 -24.868000 -18.754000 -1.950 -2.226 -0.955
H 9.464000 -23.713000 -16.562000 -1.363 -0.057 0.522
H 10.299000 -25.777000 -15.429000 0.429 0.391 0.285
H 11.465000 -26.000000 -16.737000 0.392 0.196 0.363
H 9.841000 -26.207000 -16.981000 -0.902 -0.219 -0.642
H 11.280000 -22.531000 -16.755000 0.184 -0.516 0.130
C 14.729000 -27.485000 -19.701000 -0.521 -0.437 1.132
C 13.475000 -27.107000 -18.891000 -2.174 -7.786 -4.169
C 13.230000 -28.105000 -17.773000 -0.205 -2.349 -0.211
O 13.461000 -26.004000 -18.297000 1.942 9.548 3.384
H 15.033000 -26.852000 -20.494000 -0.187 0.767 -0.958
H 14.596000 -28.506000 -20.076000 -0.008 0.294 0.015
H 15.591000 -27.482000 -19.048000 0.311 -0.185 0.512
H 12.532000 -27.088000 -19.553000 1.373 -0.923 0.032
H 12.275000 -27.966000 -17.289000 -0.619 0.347 -0.057
H 13.931000 -28.061000 -16.945000 0.646 0.260 -0.151
H 13.199000 -29.145000 -18.114000 0.124 0.025 -0.028
H 12.615000 -25.862000 -17.885000 -0.293 0.217 0.206
C 16.300000 -24.263000 -14.807000 1.905 -0.430 -0.057
C 15.458000 -25.188000 -15.663000 -2.038 -0.400 7.400
C 14.011000 -24.786000 -15.646000 0.125 0.643 1.044
O 15.851000 -25.237000 -16.865000 2.864 -0.082 -6.867
H 15.949000 -24.117000 -13.801000 -0.725 0.118 0.286
H 16.444000 -23.311000 -15.329000 -0.013 -0.124 0.429
H 17.311000 -24.727000 -14.614000 -0.782 0.582 -0.621
H 15.565000 -26.189000 -15.221000 -0.289 -0.227 0.556
H 13.895000 -23.914000 -16.284000 -0.210 0.126 0.053
H 13.722000 -24.553000 -14.641000 -0.371 0.413 0.600
H 13.358000 -25.567000 -15.939000 -0.447 -0.705 -0.504
H 15.090000 -25.547000 -17.348000 -0.260 -0.378 -1.384